Entry 1:
Here is C38H28N6O5S2SnTe as an isolated structure at a distorted geometry from the OMol25 dataset. Energies are from ωB97M-V/def2-TZVPD.

Last column: Löwdin charge in e.
Geometry (Å):
H -0.828 1.002 4.069  0.0799
C 1.867 -1.759 -0.079  -0.3189
C -0.454 -1.648 -4.547  -0.4616
C -2.023 4.695 2.521  -0.2819
C -0.808 2.523 -5.731  -0.3728
C -0.153 1.336 -5.661  -0.0803
Sn -0.432 0.951 0.766  1.3634
H -2.314 0.890 -3.462  0.0919
C 3.743 0.118 4.507  -0.6864
C 5.433 -2.062 5.063  -0.1140
O -3.140 5.142 2.331  0.0832
C 4.407 -1.731 5.936  -0.0987
C -3.225 -1.356 4.269  -0.1093
H -3.936 -2.535 2.656  0.0850
C 0.199 4.359 3.400  -0.3286
H 1.094 0.469 -2.080  0.1072
H 6.389 -1.581 3.202  0.0989
C -3.313 -2.584 0.134  -0.0146
C -0.980 3.303 -4.560  -0.1308
N 1.626 -0.735 3.277  0.0799
N 1.412 -0.957 0.950  0.0373
N -2.142 0.065 -4.031  0.1197
C 0.262 0.780 -4.325  -0.3178
H 0.064 0.769 -6.562  0.0807
H -4.010 -3.066 0.800  0.0882
C -2.402 -1.630 0.601  -0.2184
C -3.293 -2.915 -1.200  -0.0281
N 0.410 1.789 -3.286  0.0126
C 4.769 -0.247 3.632  -0.1824
H -2.222 0.368 -5.000  0.0754
C -1.460 -0.194 2.406  -0.2045
H -1.307 4.134 -7.073  0.0617
H 4.919 0.334 2.730  0.0964
C 1.361 -1.567 -1.451  -0.2568
O 1.240 4.491 4.053  -0.0957
Te 2.631 1.947 4.260  1.2166
H 1.029 0.084 3.250  0.0022
H -3.958 -3.690 -1.568  0.1073
H 2.307 -0.749 4.023  -0.0057
H -3.921 -1.796 4.975  0.0885
C -1.499 -2.695 -4.439  -0.1255
C 3.567 -0.664 5.652  -0.1791
C -1.484 0.207 3.744  -0.1193
H -2.355 2.725 -7.217  0.0659
H -0.720 2.667 -7.880  0.0612
H -0.232 -1.438 -5.599  0.0919
S 3.093 -2.598 1.984  1.0541
H 1.222 0.263 -4.437  0.0932
H 3.322 -3.382 -0.329  0.0612
C -2.400 -2.331 -2.090  -0.1371
C 1.951 -1.287 2.089  -0.6499
O -2.089 2.516 1.404  -0.1225
H 1.871 -3.499 -2.109  0.0538
H -3.016 -3.756 -3.548  0.0967
C -1.322 3.043 -7.051  -0.0823
C -1.503 3.370 2.116  -0.3381
N 0.636 -0.386 -1.730  0.0361
H -1.601 -3.340 -5.306  0.0956
C 5.601 -1.323 3.899  -0.1332
H -2.345 -0.016 5.696  0.0943
C -0.201 3.190 2.651  -0.3666
C -0.890 5.382 3.251  -0.2748
H 4.262 -2.305 6.844  0.0951
O -0.867 6.536 3.631  0.0857
H 6.097 -2.888 5.287  0.0917
O 0.509 2.133 2.475  -0.3960
C -2.315 -2.937 -3.410  -0.0631
N -1.555 -1.043 -0.239  0.0695
S 1.222 -2.369 -4.123  0.9402
C -3.229 -1.772 2.952  -0.0563
C 2.790 -2.681 0.288  -0.3682
C -1.544 -1.329 -1.566  -0.1445
C 1.484 -2.526 -2.387  -0.3528
C -0.583 -0.611 -2.347  -0.1566
C -0.276 2.895 -3.424  -0.2304
H 2.761 -0.418 6.333  0.0918
H -0.232 3.566 -2.567  0.0956
C -2.356 -1.200 2.022  -0.1911
H -1.518 4.241 -4.574  0.0638
C -0.750 -0.326 -3.810  -0.4271
C -2.344 -0.364 4.669  -0.0919

Atomic forces in eV per Å
H 0.1 0.1 0.1
C 0.1 0.1 0.0
C 0.4 -0.1 0.3
C -0.4 0.1 0.0
C 0.0 0.1 0.0
C 0.0 -0.2 0.0
Sn -0.1 0.3 -0.5
H 0.1 0.0 -0.1
C 1.2 0.8 0.7
C 0.0 0.0 0.0
O 0.3 -0.1 0.0
C 0.0 -0.1 0.0
C 0.0 -0.1 0.0
H 0.0 0.0 0.0
C 0.3 -0.1 0.2
H 0.0 0.1 0.2
H 0.0 0.0 0.0
C -0.1 0.1 0.0
C -0.2 0.0 0.0
N -0.7 -0.5 -0.7
N -0.1 -0.1 -0.1
N -0.1 -0.2 -0.1
C 0.0 -0.1 0.1
H 0.1 0.1 -0.1
H 0.0 0.0 0.0
C 0.0 0.0 -0.1
C 0.0 -0.1 0.0
N 0.1 0.0 0.0
C 0.1 0.2 0.0
H 0.0 0.1 0.1
C -0.1 -0.1 -0.1
H 0.0 0.0 0.0
H 0.0 0.0 0.0
C -0.2 -0.1 0.0
O -0.1 0.0 -0.1
Te 0.6 0.4 0.3
H -0.1 -0.2 -0.1
H 0.0 0.0 0.0
H -0.6 -0.5 -0.4
H 0.0 0.0 0.0
C -0.1 0.0 0.0
C 0.2 0.1 0.3
C -0.1 -0.1 -0.1
H 0.0 0.0 0.0
H 0.0 0.0 0.0
H -0.2 0.1 0.0
S -0.1 0.0 -0.1
H 0.0 0.0 0.1
H 0.0 0.0 -0.1
C 0.0 0.0 0.0
C -0.1 0.0 0.3
O -0.2 0.1 0.0
H 0.1 0.0 0.0
H 0.0 0.0 0.0
C 0.0 0.0 0.0
C -0.1 -0.1 -0.1
N 0.0 -0.3 -0.4
H 0.0 0.0 0.0
C 0.0 0.0 0.1
H 0.0 0.0 0.0
C -0.2 1.0 0.3
C 0.0 0.3 0.0
H 0.0 0.0 0.0
O 0.0 -0.4 -0.1
H 0.0 0.0 0.0
O 0.3 -0.3 0.2
C 0.0 0.0 -0.2
N -0.2 -0.4 0.0
S 0.0 -0.1 -0.1
C 0.0 0.0 0.0
C 0.1 -0.1 0.1
C -0.1 -0.1 0.0
C -0.2 0.1 0.1
C 0.3 -0.1 0.1
C 0.0 0.0 0.1
H 0.0 0.0 0.1
H 0.0 0.1 0.0
C 0.1 0.0 0.1
H 0.1 0.1 0.0
C -0.1 0.3 0.0
C 0.0 0.1 0.0

The energy above the lowest of the compared OMol25 structures with the same formula, charge and spin comes out at 5.024 eV. The value obtained for the molar mass is 959.124 g mol⁻¹. The calculation puts the frontier orbital gap (spin up / spin down) at 0.1732 / 0.1550 Eh. As for the net charge: -2. For the LUMO energy (spin up / spin down), the calculation gives 3.58 / 3.08 eV.

---

Entry 2:
Here is C38H29CeIN10O2PTe as an isolated structure at a distorted geometry from the OMol25 dataset. Energies are from ωB97M-V/def2-TZVPD.

Last column: Löwdin charge in e.
Geometry (Å):
C -1.947 3.522 3.270  -0.0625
C 3.275 1.603 -0.838  -0.4636
C -1.455 1.403 2.103  -0.3269
C -5.889 -1.020 0.946  -0.0406
N -2.249 -3.231 -2.173  -0.0059
C -4.815 -1.833 0.775  -0.0756
H -1.096 4.101 -4.023  0.1156
H 0.428 -5.339 -0.198  0.1646
C -1.602 2.766 2.137  -0.1023
C -2.268 2.664 -3.008  -0.0712
C -1.481 0.666 3.322  -0.2339
C 3.365 -3.475 -3.135  -0.0595
H -6.492 1.080 0.940  0.0860
C 2.784 -0.053 -4.645  -0.3123
H -1.348 -2.437 4.657  0.0834
N 2.682 -4.367 0.584  0.0956
N -1.510 -4.308 -1.693  0.0763
C 4.768 -1.130 -3.358  -0.0126
H 1.444 -2.499 -5.395  0.0889
N 2.054 1.328 1.247  0.0897
H -4.321 1.970 0.794  0.1070
C -5.710 0.400 0.838  -0.0145
H 2.760 -0.041 -5.746  0.0701
C 1.642 1.710 2.464  -0.0921
H -1.398 3.325 1.163  0.1204
C -0.220 3.413 -2.172  -0.0799
H 1.823 3.116 4.019  0.1157
O 4.273 1.994 -1.391  0.1581
H 6.268 -2.290 -2.140  0.1196
C -1.169 3.449 -3.178  -0.0608
C -4.410 0.917 0.707  -0.0983
C 2.762 -2.392 -3.760  -0.3010
H -6.791 -1.462 1.198  0.0878
P -1.599 0.638 0.424  1.0411
C -3.355 0.060 0.608  -0.3420
Ce 0.990 -0.576 -0.736  0.6582
N 1.902 -2.475 -0.254  -0.2520
H 3.152 4.760 2.541  0.1229
H 2.839 -4.365 -3.056  0.0953
C -2.356 0.563 5.649  -0.0072
C -1.556 1.875 -0.912  -0.3616
C 2.822 3.774 2.237  -0.0224
H 1.109 0.983 3.002  0.0615
H -3.040 2.706 -3.724  0.1061
C 4.617 -3.433 -2.566  -0.0813
C 1.703 -3.799 -0.155  -0.4759
H -2.697 3.344 5.250  0.1304
H 3.098 0.955 -4.280  0.0719
Te 0.722 -0.367 -3.957  1.3979
C -2.000 1.349 4.482  -0.0979
C -2.231 2.798 4.395  -0.0059
N -1.579 -2.154 -1.925  -0.0716
H -1.943 4.598 3.325  0.1125
C 1.317 -2.367 -4.295  -0.3818
N 3.022 -2.189 0.525  -0.0360
H -2.668 -2.054 0.741  0.0781
C -1.615 -1.421 4.512  -0.1556
N 3.468 -3.306 0.955  -0.0162
C 3.210 3.389 0.951  0.0446
C -1.270 -0.724 3.401  -0.5584
H -2.474 -1.324 6.497  0.1147
H -4.733 -2.924 0.844  0.1204
H -2.809 1.076 6.500  0.1252
H 5.306 -0.230 -3.532  0.1076
C -2.153 -0.770 5.636  -0.0635
N -0.426 -2.429 -1.281  -0.1550
C -3.503 -1.350 0.639  -0.0853
I 0.175 -1.782 2.281  1.2879
C 2.836 2.098 0.545  -0.1982
C 5.308 -2.248 -2.686  -0.0615
O 2.434 0.701 -1.321  -0.2927
C -0.381 2.657 -1.047  -0.1362
N 0.668 -4.487 -0.689  0.1825
C -0.403 -3.735 -1.172  -0.4565
H 0.699 -3.113 -3.823  0.0497
H 4.994 -4.307 -1.993  0.1299
H 3.788 4.024 0.343  0.1146
C 3.511 -1.220 -3.964  -0.2936
C 2.035 2.943 2.984  -0.0197
H 0.395 2.783 -0.303  0.0983
H 0.556 4.225 -2.281  0.1419
C -2.552 1.880 -1.906  -0.0330
H -3.492 1.419 -1.720  0.1028

Atomic forces in eV per Å
C 0.5 -1.2 0.7
C 1.3 1.0 0.7
C 0.2 1.1 -0.5
C 1.0 2.6 -0.7
N 2.2 -0.6 1.3
C 2.9 -1.5 0.3
H 0.2 0.2 -0.3
H 0.1 -0.1 -0.3
C 0.8 1.5 -2.1
C -1.6 -0.5 -0.4
C -1.3 0.7 -0.1
C -0.5 0.6 -0.2
H -1.4 0.8 0.2
C 0.0 0.6 1.1
H 0.1 -0.9 -0.2
N -0.5 1.7 -0.7
N 0.4 1.5 0.1
C -0.2 -1.2 -0.6
H -0.8 -0.1 0.7
N -1.3 -1.4 0.1
H 0.4 0.9 -0.3
C 1.8 -2.3 0.3
H 0.0 -0.2 0.5
C 1.6 1.0 -1.1
H -0.6 -0.7 1.4
C 1.1 2.8 -1.2
H -0.3 0.5 0.3
O -1.1 -0.3 0.3
H -0.4 0.9 -0.7
C 0.3 -0.6 0.7
C -2.1 -0.7 0.2
C 0.1 0.4 -0.3
H -1.9 -0.5 0.2
P -0.4 -0.6 0.7
C 2.7 -1.9 -0.6
Ce -1.8 0.3 0.9
N 0.4 -0.9 0.4
H -0.2 -0.1 0.5
H -1.2 -1.6 0.2
C 0.3 1.7 -1.1
C 0.2 -0.2 0.7
C 0.5 0.8 -1.5
H -0.7 -0.5 0.7
H -0.8 0.1 -1.0
C -0.1 0.0 0.0
C 2.1 -0.7 1.3
H 0.7 -0.8 -0.5
H 0.0 -0.9 -0.3
Te 0.0 0.2 -0.6
C -0.5 0.6 -0.2
C -0.4 -0.8 1.2
N -1.1 0.9 -0.6
H -0.3 0.1 -0.4
C 1.9 -0.5 -0.6
N -0.2 -0.7 -0.8
H -0.2 0.5 -0.6
C 0.1 0.5 0.9
N -0.5 -0.3 0.2
C -0.8 -1.5 1.1
C 0.7 -0.6 0.5
H 0.1 -0.4 0.2
H -1.3 0.3 0.1
H 0.3 -0.2 -0.2
H 0.6 0.6 0.3
C -0.8 -0.1 0.1
N 0.2 0.8 -0.3
C -1.1 1.6 0.4
I -0.2 0.2 -0.3
C 1.0 1.9 -1.3
C 1.0 0.2 0.8
O 0.8 0.3 -0.6
C -0.4 -0.5 -0.1
N -0.8 0.7 0.1
C -1.5 -2.7 -0.9
H -0.4 -0.2 -0.1
H -0.2 0.8 -0.6
H 0.7 0.5 -0.7
C -0.3 0.1 0.7
C -0.2 -1.3 0.6
H -0.2 -0.4 0.4
H -0.4 -1.4 0.5
C 2.2 0.9 1.1
H -0.5 -0.5 -0.3

The energy above the lowest of the compared OMol25 structures with the same formula, charge and spin comes out at 1.080 eV. The value obtained for the molar mass is 1083.312 g mol⁻¹. The calculation puts the frontier orbital gap (spin up / spin down) at 0.2304 / 0.2304 Eh. As for the net charge: +1. For the LUMO energy (spin up / spin down), the calculation gives -4.90 / -4.90 eV.

---

Entry 3:
Here is C38H29IrN6O8S as an isolated structure at a distorted geometry from the OMol25 dataset. Energies are from ωB97M-V/def2-TZVPD.

Last column: Mulliken spin population.
Geometry (Å):
C 2.589 1.074 4.306  0.0038
N 0.440 2.191 6.676  -0.0002
H -5.146 -1.462 -5.576  0.0000
C -0.403 0.008 -4.133  0.0025
H 6.532 -2.476 -0.608  0.0007
C 1.804 0.407 5.417  0.0009
C 1.686 -0.519 2.668  0.0058
C 5.583 -2.105 -0.242  0.0171
C 5.426 -1.742 1.112  -0.0069
H -0.928 0.480 -6.147  -0.0004
H -0.518 4.683 -2.548  -0.0001
C 1.723 -1.659 3.790  0.0012
N 0.527 -0.396 -3.257  -0.0647
C 1.610 -1.090 5.215  0.0006
C 0.195 -0.391 3.050  -0.0026
H -1.190 2.260 4.656  0.0001
N 2.728 -1.099 -2.798  -0.0705
H 2.279 -1.609 5.903  -0.0001
C 0.188 -1.595 5.208  -0.0052
C -1.786 5.198 -0.888  -0.0001
C -0.139 0.168 -5.473  -0.0137
O 1.388 2.215 7.461  0.0005
Ir 0.475 -0.641 -1.233  0.8906
C -3.741 1.430 -1.588  0.0007
H -3.456 -2.113 -0.428  -0.0007
C 1.145 -0.101 -5.934  0.0093
O -0.566 2.883 6.814  0.0005
C -4.419 -1.758 -4.828  -0.0001
C 4.227 -1.314 1.589  0.0071
H 4.649 -2.190 -2.141  -0.0018
O 0.741 -1.278 0.637  0.1173
O -1.281 2.529 1.164  0.0018
H 2.344 0.537 6.337  -0.0002
O 3.509 -3.054 4.386  0.0002
H -1.539 -3.515 -4.494  0.0007
H -3.682 1.058 -2.609  0.0004
H -4.782 1.467 -1.253  0.0000
C -4.599 -1.378 -3.503  -0.0002
C 0.182 -1.878 3.818  0.0019
C 2.101 -0.536 -5.042  -0.0148
O 2.339 -3.552 2.628  0.0009
H 1.387 0.023 -6.985  0.0003
N 2.600 -2.856 3.595  0.0001
C 2.517 0.677 3.036  0.0026
O 0.698 1.719 0.175  0.0108
H -0.331 -2.698 3.325  -0.0001
H -0.609 -1.490 5.950  0.0000
H -4.887 -1.135 -0.834  0.0007
C -2.399 -2.913 -4.219  0.0032
C 4.542 -1.956 -1.095  -0.0205
O -1.545 0.058 -1.071  0.0070
C -2.876 4.815 -0.116  -0.0001
H -3.180 -2.832 -6.219  0.0000
C -0.368 0.626 3.510  -0.0005
H 6.262 -1.821 1.799  -0.0003
C -0.293 2.130 0.678  0.0076
H -4.362 3.310 0.248  0.0001
C -3.678 -1.758 -2.528  0.0029
C 0.503 1.271 5.541  0.0023
H -1.276 6.133 -0.682  0.0000
H -3.230 5.456 0.685  0.0000
H -1.866 -2.846 -2.141  -0.0082
C -3.316 -2.526 -5.186  -0.0005
H 4.162 -1.047 2.632  -0.0004
C -2.578 -2.530 -2.898  0.0041
C -3.846 -1.345 -1.096  0.0011
C -1.355 4.380 -1.926  0.0010
N 2.317 -1.148 -1.596  0.0367
H -5.481 -0.807 -3.222  0.0000
H 3.120 -0.759 -5.337  0.0000
C -0.466 1.464 4.549  0.0005
C -3.078 2.773 -1.393  -0.0016
C 1.765 -0.681 -3.701  0.0282
H 3.044 1.198 2.241  -0.0009
N 1.878 -0.967 1.291  0.0231
H -1.390 0.183 -3.728  -0.0006
C -2.002 3.176 -2.179  0.0015
C 3.287 -1.469 -0.648  0.0198
C 3.086 -1.237 0.752  0.0052
H 3.160 1.960 4.577  0.0002
C -3.513 3.607 -0.364  -0.0001
H -1.674 2.559 -3.002  -0.0027
S -2.966 0.163 -0.534  -0.0051

Atomic forces in eV per Å
C 0.0 0.0 0.1
N 0.0 0.5 0.6
H 0.1 0.0 0.1
C -0.3 0.0 0.1
H -0.1 0.0 0.1
C -0.3 0.9 -0.6
C 0.0 -0.9 0.4
C 0.4 0.0 0.2
C 0.2 0.0 -0.1
H 0.1 0.0 0.1
H -0.1 0.0 0.1
C -0.5 0.2 -0.8
N -0.2 0.0 0.3
C 0.2 -0.2 0.5
C 0.5 0.4 -1.2
H 0.0 -0.1 0.1
N 0.0 -0.1 -1.0
H 0.0 -0.2 0.0
C -0.4 0.6 -0.1
C 0.0 0.0 0.0
C -0.1 0.0 -0.1
O -0.5 -0.2 -0.6
Ir 0.5 -1.3 0.6
C 0.2 0.1 0.1
H -0.1 0.0 0.1
C 0.1 0.0 -0.1
O 0.6 -0.5 -0.3
C 0.0 0.0 0.0
C 0.1 0.1 0.1
H 0.0 0.0 0.0
O -1.0 0.6 -0.4
O 1.6 -0.7 -0.6
H 0.1 0.2 0.4
O -0.6 0.3 -0.5
H -0.1 0.0 0.0
H 0.0 0.0 -0.1
H 0.0 -0.1 -0.1
C 0.0 0.0 0.0
C 0.7 -1.7 1.4
C 0.3 0.0 -0.1
O 0.0 0.3 0.5
H 0.0 0.0 0.1
N 0.2 -0.2 0.0
C 0.0 0.0 -0.1
O -1.8 1.2 1.1
H -0.2 0.4 -0.2
H 0.4 -0.3 -0.1
H 0.0 -0.1 0.0
C 0.1 0.0 0.0
C -0.4 0.2 -0.1
O -0.1 0.2 -0.3
C -0.1 0.0 0.0
H 0.0 0.0 0.1
C 0.3 0.9 -0.9
H -0.1 0.0 -0.1
C 0.4 -0.2 -0.2
H 0.1 0.0 -0.1
C 0.2 0.2 0.0
C -0.4 -0.8 -0.1
H -0.1 -0.1 0.0
H 0.1 -0.1 -0.1
H 0.0 0.0 -0.1
C 0.0 0.0 -0.1
H -0.1 -0.1 0.0
C 0.0 0.0 0.1
C 0.0 0.1 0.0
C 0.0 0.0 0.0
N -0.2 0.6 0.3
H 0.1 0.0 0.0
H -0.1 0.0 0.0
C 0.0 0.3 1.1
C 0.0 -0.1 0.2
C 0.3 0.0 0.0
H -0.1 0.0 0.1
N 0.2 0.2 0.4
H 0.0 0.0 0.1
C 0.0 0.0 0.1
C 0.0 -0.3 0.6
C -0.1 -0.1 -0.6
H 0.0 -0.1 -0.1
C -0.2 0.0 -0.1
H 0.1 -0.1 -0.1
S 0.3 -0.2 0.0

The energy above the lowest of the compared OMol25 structures with the same formula, charge and spin comes out at 8.459 eV. The value obtained for the molar mass is 921.968 g mol⁻¹. Its expectation value of S² is 0.772. The calculation puts the frontier orbital gap (spin up / spin down) at 0.2102 / 0.2099 Eh. As for the net charge: +1. For the LUMO energy (spin up / spin down), the calculation gives -4.16 / -4.17 eV. Its multiplicity is 2.